(1)
Below is the molecule C4H7N3O, with properties calculated with ωB97M-V/def2-TZVPD.

The geometry in XYZ format:
```
15
Properties=species:S:1:pos:R:3
H 1.505 1.489 2.229
N 0.645 0.864 2.323
C 0.168 0.764 1.116
N 0.586 1.472 -0.033
C -0.822 -0.304 0.688
C -1.493 -0.540 -0.663
N -0.290 -1.341 -0.351
C 0.575 -1.195 -1.190
O 0.563 -0.693 -2.281
H 0.539 0.948 -0.941
H 1.570 1.761 0.144
H -1.094 -0.973 1.587
H -2.341 -0.986 -0.459
H -1.698 0.201 -1.528
H 1.586 -1.467 -0.639
```

The electronic energy is -10775.5827 eV. The value obtained for the largest force on an atom is 0.2130 Eh/bohr. Its relative energy (zero: lowest compared OMol25 entry of this formula, charge and spin) is 401.82 kJ/mol. As for the highest occupied orbital energy: -0.369 Eh. As for the SMILES: [H]/N=C(\N)[C@H]1CN1C=O. Its gap between HOMO and LUMO is 10.43 eV.



(2)
Below is the molecule C4H7N3O, with properties calculated with ωB97M-V/def2-TZVPD.

The geometry in XYZ format:
```
15
Properties=species:S:1:pos:R:3
C 3.032 0.157 0.525
C 1.924 0.170 -0.569
N 0.941 -0.863 -0.229
C -0.201 -0.314 0.052
N -0.615 1.069 -0.003
C -1.916 0.997 0.006
N -2.390 -0.267 -0.022
O -1.351 -1.097 0.069
H 3.399 -0.856 0.744
H 3.849 0.890 0.122
H 2.534 0.531 1.504
H 2.433 -0.102 -1.428
H 1.620 1.258 -0.815
H -2.556 1.842 0.170
H -3.063 -0.419 0.839
```

The electronic energy is -10776.1920 eV. The value obtained for the largest force on an atom is 0.0990 Eh/bohr. Its relative energy (zero: lowest compared OMol25 entry of this formula, charge and spin) is 343.03 kJ/mol. As for the highest occupied orbital energy: -0.323 Eh. As for the SMILES: CC/N=c1\nc[nH]o1. Its gap between HOMO and LUMO is 9.23 eV.



(3)
Below is the molecule C4H7N3O, with properties calculated with ωB97M-V/def2-TZVPD.

The geometry in XYZ format:
```
15
Properties=species:S:1:pos:R:3
H -0.096 -0.304 -3.258
N 0.044 0.096 -2.373
C -1.045 0.718 -2.094
N -1.411 0.945 -0.903
C -0.274 0.753 -0.003
N 0.817 -0.037 -0.044
C 1.035 -0.740 1.352
C -0.118 -0.027 2.109
O -0.597 1.103 1.237
H -1.868 0.680 -3.079
H 1.105 -0.703 -0.948
H 2.022 -0.356 1.714
H 1.044 -1.959 1.080
H 0.385 0.558 3.028
H -1.044 -0.724 2.183
```

The electronic energy is -10775.0389 eV. The value obtained for the largest force on an atom is 0.1405 Eh/bohr. Its relative energy (zero: lowest compared OMol25 entry of this formula, charge and spin) is 454.29 kJ/mol. As for the highest occupied orbital energy: -0.308 Eh. As for the SMILES: [H]/N=C/N=C1\NCCO1. Its gap between HOMO and LUMO is 8.90 eV.



(4)
Below is a cluster of 2 separate species, C4H7N3O in total, with properties calculated with ωB97M-V/def2-TZVPD.

The geometry in XYZ format:
```
15
Properties=species:S:1:pos:R:3
H 2.915 -0.708 -0.523
N 2.018 -1.189 -0.495
C 1.054 -0.619 0.082
N 0.731 -0.807 1.401
C 0.139 0.486 -0.825
C -0.303 1.591 0.125
O 0.665 0.772 -1.883
H -0.253 -0.781 1.620
H 1.198 -1.590 1.837
H -1.159 1.214 0.680
H 0.446 1.869 0.862
H -0.581 2.470 -0.454
C -2.114 -0.732 -0.968
N -1.692 -1.219 0.009
H -3.063 -0.758 -1.468
```

The electronic energy is -10775.0121 eV. The value obtained for the largest force on an atom is 0.1179 Eh/bohr. Its relative energy (zero: lowest compared OMol25 entry of this formula, charge and spin) is 456.88 kJ/mol. As for the highest occupied orbital energy: -0.285 Eh. As for the SMILES: [H]/N=C(/N)C(C)=O.C#N. Its gap between HOMO and LUMO is 7.46 eV.



What did the first record say?
Below is the molecule C4H7N3O, with properties calculated with ωB97M-V/def2-TZVPD.

The geometry in XYZ format:
```
15
Properties=species:S:1:pos:R:3
H 1.505 1.489 2.229
N 0.645 0.864 2.323
C 0.168 0.764 1.116
N 0.586 1.472 -0.033
C -0.822 -0.304 0.688
C -1.493 -0.540 -0.663
N -0.290 -1.341 -0.351
C 0.575 -1.195 -1.190
O 0.563 -0.693 -2.281
H 0.539 0.948 -0.941
H 1.570 1.761 0.144
H -1.094 -0.973 1.587
H -2.341 -0.986 -0.459
H -1.698 0.201 -1.528
H 1.586 -1.467 -0.639
```

The electronic energy is -10775.5827 eV. The value obtained for the largest force on an atom is 0.2130 Eh/bohr. Its relative energy (zero: lowest compared OMol25 entry of this formula, charge and spin) is 401.82 kJ/mol. As for the highest occupied orbital energy: -0.369 Eh. As for the SMILES: [H]/N=C(\N)[C@H]1CN1C=O. Its gap between HOMO and LUMO is 10.43 eV.



Please write out number 2 again, unchanged.
Below is the molecule C4H7N3O, with properties calculated with ωB97M-V/def2-TZVPD.

The geometry in XYZ format:
```
15
Properties=species:S:1:pos:R:3
C 3.032 0.157 0.525
C 1.924 0.170 -0.569
N 0.941 -0.863 -0.229
C -0.201 -0.314 0.052
N -0.615 1.069 -0.003
C -1.916 0.997 0.006
N -2.390 -0.267 -0.022
O -1.351 -1.097 0.069
H 3.399 -0.856 0.744
H 3.849 0.890 0.122
H 2.534 0.531 1.504
H 2.433 -0.102 -1.428
H 1.620 1.258 -0.815
H -2.556 1.842 0.170
H -3.063 -0.419 0.839
```

The electronic energy is -10776.1920 eV. The value obtained for the largest force on an atom is 0.0990 Eh/bohr. Its relative energy (zero: lowest compared OMol25 entry of this formula, charge and spin) is 343.03 kJ/mol. As for the highest occupied orbital energy: -0.323 Eh. As for the SMILES: CC/N=c1\nc[nH]o1. Its gap between HOMO and LUMO is 9.23 eV.